Formula: C5H14O3
Source: OMol25
Level of theory: ωB97M-V with the def2-TZVPD basis set

Calculated values
HOMO energy (eV): -9.70
Orbital gap (eV): 10.01
Relative energy (zero: lowest compared OMol25 entry of this formula, charge and spin) (kcal per mole): 11.64
SMILES: CCCCC=O.O.O

```
! RIJCOSX wB97M-V def2-TZVPD def2/J DEFGRID3
* xyz 0 1
O 2.989 0.321 -1.347
O 2.298 -3.184 -0.730
O 0.727 0.722 3.327
C -1.558 -0.690 -1.130
C -0.804 0.610 -0.794
C -1.367 1.366 0.392
C 0.277 1.115 2.282
C -1.134 0.735 1.810
H 0.270 0.462 -0.724
H -0.981 -1.543 -0.786
H -1.036 1.350 -1.574
H 3.860 -0.009 -1.494
H -1.839 1.064 2.571
H 2.313 -0.384 -1.340
H 2.010 -3.136 -1.649
H 0.945 1.662 1.579
H -1.751 -0.817 -2.184
H -2.493 -0.683 -0.565
H -1.209 -0.350 1.784
H -2.443 1.572 0.401
H -0.870 2.341 0.392
H 1.796 -2.523 -0.221
*
```